# 1
{"formula": "C14H25BeClN3O5", "method": "wB97M-V/def2-TZVPD", "elements": ["C", "C", "H", "Cl", "H", "H", "C", "C", "C", "O", "H", "H", "H", "H", "H", "H", "H", "C", "H", "C", "C", "H", "C", "H", "H", "O", "H", "C", "O", "H", "H", "N", "H", "H", "H", "H", "N", "N", "C", "H", "H", "H", "C", "C", "O", "Be", "C", "O", "H"], "coordinates": [[0.509, 2.616, -3.526], [-1.080, -3.429, 3.578], [3.234, -4.041, -2.941], [-2.681, -2.089, -1.438], [1.287, 3.363, -3.586], [1.558, 3.555, 0.774], [1.633, 2.892, 1.636], [-2.363, 1.943, 0.808], [-0.314, -3.251, 2.300], [1.785, -2.664, -0.315], [1.931, -0.369, 2.753], [0.864, 1.998, -1.541], [-1.953, 1.258, -5.464], [3.058, 1.512, 1.422], [4.044, -2.899, -1.898], [1.908, 1.070, 3.657], [0.638, 2.986, 2.069], [1.972, 1.437, 1.472], [2.388, 3.398, 2.237], [-1.352, 1.396, -4.578], [-1.417, 0.511, -3.463], [1.085, -3.994, 1.135], [0.304, 1.779, -2.438], [-2.182, -0.247, -3.389], [-4.495, 1.595, 0.608], [-0.498, -2.231, 1.611], [3.312, -4.336, -1.212], [2.062, -2.655, -1.520], [-1.740, 0.892, 0.492], [-2.090, -3.275, 3.199], [-1.009, 2.306, 2.099], [-1.886, 2.699, 1.788], [-0.977, -2.553, 4.219], [-1.002, -4.409, 4.050], [-2.603, 2.865, 2.480], [-0.462, 3.067, -5.405], [-0.663, 0.755, -2.338], [0.529, -4.175, 1.958], [3.179, -3.559, -1.965], [0.457, 0.579, 2.861], [-4.051, 3.284, 0.332], [0.618, -5.004, 2.528], [-0.414, 2.371, -4.580], [-3.741, 2.251, 0.174], [1.466, 0.847, 0.372], [-0.143, -0.846, -0.482], [1.536, 0.646, 2.724], [1.459, -1.923, -2.356], [-3.702, 2.077, -0.902]], "mulliken_spin": [0.002, 0.000, 0.000, 0.000, 0.000, 0.001, 0.126, -0.001, 0.000, 0.000, 0.001, -0.004, 0.000, 0.091, 0.000, -0.001, -0.007, -0.043, -0.007, 0.000, 0.001, 0.000, 0.005, 0.000, 0.000, 0.001, 0.000, 0.001, 0.002, 0.000, 0.001, 0.001, 0.000, 0.000, 0.000, 0.000, -0.001, 0.000, 0.000, -0.002, 0.000, 0.000, 0.000, 0.001, 0.835, 0.003, -0.007, 0.000, 0.000], "multiplicity": 2, "s2": 0.755, "homo_ev": [-7.710, -7.710], "lumo_energy_ha": [-0.00222, -0.10326], "e_tot_ev": -42552.2052}

=====

# 2
{"formula": "H3PS2", "method": "wB97M-V/def2-TZVPD", "elements": ["H", "H", "S", "S", "H", "P"], "coordinates": [[2.216, 0.829, -0.164], [-1.663, -2.127, 0.835], [1.582, 0.976, 0.895], [0.276, 1.434, -1.991], [-2.171, -2.590, 0.508], [-0.239, 1.478, -0.084]], "nbo_charge": [0.130, -0.006, -0.250, -0.412, 0.006, 0.533], "multiplicity": 1, "e_above_lowest_kj_mol": 95.3, "homo_ev": -9.174, "smiles": "[H][H].S=PS", "lumo_energy_ha": -0.05635, "e_tot_ev": -31007.0885}

=====

# 3
{"formula": "C10H24N4O20S3", "method": "wB97M-V/def2-TZVPD", "elements": ["H", "H", "C", "C", "O", "H", "H", "C", "C", "O", "C", "H", "H", "H", "O", "H", "H", "H", "O", "O", "O", "O", "C", "H", "O", "H", "H", "H", "S", "H", "O", "S", "O", "H", "O", "H", "O", "C", "C", "H", "O", "N", "N", "H", "N", "H", "C", "O", "N", "H", "H", "H", "S", "O", "O", "O", "H", "O", "O", "O", "C"], "coordinates": [[-2.893, 1.671, -6.676], [8.050, 4.518, -4.846], [-0.487, 1.175, -1.060], [-6.950, 0.416, 3.500], [1.328, -8.618, -0.517], [3.879, 4.566, 2.453], [-2.514, 0.738, -0.520], [1.135, -7.249, 1.369], [-1.639, 0.181, -0.856], [-3.495, -0.962, -7.645], [3.411, 5.356, 3.040], [-7.730, 0.317, 2.745], [3.141, 6.249, 2.476], [-0.194, -7.319, -0.326], [0.964, -10.306, 1.436], [-1.985, -0.424, -1.694], [-7.035, -0.039, 4.487], [1.266, -0.450, 9.858], [2.110, -8.154, 1.734], [0.857, -0.594, 1.638], [-1.137, 0.778, 2.484], [-4.764, 0.918, -8.641], [1.204, 0.076, 8.905], [0.307, -0.228, 8.365], [-6.129, -1.005, -7.513], [1.351, 1.140, 9.090], [1.400, -6.592, -0.687], [-3.270, 2.330, -8.623], [2.045, -9.495, 0.776], [-4.923, 2.905, -8.383], [-1.214, -0.584, 0.236], [-0.304, 0.230, 1.386], [3.360, -10.073, 0.483], [-6.008, 0.095, 3.056], [6.024, 3.864, -3.450], [7.695, 3.263, -6.146], [-7.928, 2.504, 4.031], [-3.939, 1.961, -6.769], [7.676, 3.523, -5.088], [1.590, -6.262, 1.455], [-6.017, 2.419, 3.180], [4.319, 5.862, 4.104], [2.464, -0.140, 8.225], [-4.032, 2.894, -6.212], [6.459, 3.101, -4.329], [0.334, -7.425, 2.088], [-4.235, 2.083, -8.182], [3.109, -1.200, 8.397], [-6.997, 1.855, 3.657], [-0.702, 1.973, -1.770], [0.341, 0.686, -1.575], [2.643, 4.912, 3.674], [-4.807, -0.283, -7.580], [2.783, 0.788, 7.505], [4.150, 6.967, 4.640], [0.012, 1.473, 0.226], [8.454, 2.889, -4.663], [5.371, 5.204, 4.185], [-4.696, 0.869, -6.396], [5.918, 2.007, -4.626], [0.874, -7.355, -0.113]], "nbo_charge": [0.176, 0.241, -0.100, -0.484, -0.659, 0.243, 0.180, -0.112, -0.097, -0.866, -0.477, 0.241, 0.236, 0.202, -0.872, 0.221, 0.237, 0.228, -0.659, -0.836, -0.833, -0.673, -0.488, 0.246, -0.805, 0.240, 0.191, 0.193, 2.408, 0.192, -0.685, 2.430, -0.817, 0.244, -0.361, 0.245, -0.356, -0.097, -0.498, 0.206, -0.403, 0.513, 0.517, 0.217, 0.512, 0.204, -0.094, -0.381, 0.521, 0.215, 0.180, 0.235, 2.444, -0.362, -0.373, -0.675, 0.238, -0.377, -0.687, -0.377, -0.092], "multiplicity": 1, "e_above_lowest_kj_mol": 237.4, "homo_ev": -10.923, "smiles": "C[N+](=O)[O-].C[N+](=O)[O-].C[N+](=O)[O-].C[N+](=O)[O-].O=S1(=O)OCCO1.O=S1(=O)OCCO1.O=S1(=O)OCCO1", "lumo_energy_ha": -0.00973, "e_tot_ev": -90156.1730}

=====

# 4
{"formula": "C39H57N7PRbS", "method": "wB97M-V/def2-TZVPD", "elements": ["H", "C", "C", "H", "H", "H", "H", "H", "C", "C", "H", "C", "H", "C", "C", "C", "C", "C", "C", "C", "H", "H", "C", "N", "H", "H", "H", "C", "H", "N", "C", "C", "H", "H", "Rb", "C", "H", "H", "C", "C", "H", "H", "H", "C", "C", "H", "N", "H", "H", "C", "H", "H", "H", "N", "H", "C", "H", "C", "H", "H", "N", "C", "H", "H", "H", "H", "H", "C", "H", "H", "H", "H", "C", "H", "C", "C", "C", "H", "H", "C", "H", "N", "H", "C", "C", "H", "C", "P", "H", "H", "C", "H", "H", "C", "H", "S", "H", "C", "H", "N", "C", "H", "H", "H", "H", "C"], "coordinates": [[-1.200, 5.231, -1.339], [-3.107, 2.855, 0.924], [3.235, -3.072, 1.007], [2.957, 1.120, 2.971], [-2.719, -6.018, 0.202], [-0.854, 2.098, -3.447], [-0.061, 4.360, 3.149], [4.712, 0.865, 3.105], [0.013, 3.736, 2.206], [4.474, -3.235, 1.594], [-0.421, -1.220, 2.168], [-5.761, -2.332, 2.332], [-7.207, -4.806, -1.934], [-0.216, -2.893, 0.872], [5.545, 2.772, 1.334], [-6.850, -3.898, -2.427], [-0.185, 4.777, -1.476], [-3.229, 2.885, -1.370], [-1.227, -3.807, 0.681], [-0.019, 4.734, 1.017], [7.072, -1.387, 2.651], [-0.878, -4.537, -2.611], [5.379, -2.190, 1.669], [1.651, -1.612, -0.113], [-2.595, 4.073, -3.006], [-6.204, 2.016, -0.097], [0.917, 3.505, -2.790], [-2.634, -5.347, -0.662], [3.580, 0.181, -2.841], [-2.492, 2.987, -0.244], [-1.516, -4.389, -0.547], [2.824, -1.786, 0.526], [-4.875, 2.214, 1.992], [-2.978, 2.333, -3.393], [-0.123, 1.159, -0.240], [-2.488, 3.021, -2.666], [1.031, -2.147, 2.434], [3.984, 2.423, 3.547], [3.790, 1.212, -2.556], [4.129, 2.232, 1.486], [-0.959, 5.291, 1.020], [-0.505, -2.807, 2.990], [-6.256, -4.145, -3.296], [6.774, -2.343, 2.152], [-4.179, -1.705, -0.871], [-5.701, -1.288, 2.649], [-5.018, -2.336, -1.782], [-2.964, 2.654, 3.068], [-4.774, -2.203, -2.772], [-4.575, 2.537, -1.358], [-3.615, -4.861, -0.747], [0.436, 5.650, -1.758], [5.639, 3.575, 2.070], [0.244, 4.110, -0.275], [1.030, 3.311, 2.219], [-0.038, -2.241, 2.197], [5.652, -0.079, 1.351], [-5.490, -2.427, 0.864], [2.795, 1.716, -2.497], [1.236, 3.866, -0.323], [-1.050, 2.644, -2.601], [-6.334, -3.112, -0.019], [4.878, 2.460, -1.184], [-2.478, -5.987, -1.539], [0.658, -2.823, -3.633], [-7.729, -3.331, -2.731], [-7.169, -3.739, 0.343], [0.438, -3.211, -1.502], [7.506, -2.500, 1.356], [6.516, 0.742, -0.390], [-4.995, -2.886, 2.850], [-6.732, -2.753, 2.570], [-4.450, 2.460, 1.012], [6.885, -3.117, 2.922], [-6.069, -3.108, -1.391], [0.673, -2.552, -0.218], [-0.654, -4.084, -1.613], [-0.865, 2.058, 3.053], [2.032, -3.631, -2.904], [4.971, -0.908, 1.234], [0.775, 5.523, 1.190], [-4.448, -1.728, 0.421], [1.766, -1.938, -2.522], [-2.382, 3.144, 2.252], [4.592, 1.394, -1.243], [6.289, 2.033, 1.590], [3.949, 1.603, 2.867], [3.434, 1.054, 0.173], [-1.897, -4.058, 1.526], [3.373, 3.021, 1.367], [3.732, -0.661, 0.686], [5.792, 3.223, 0.381], [5.653, -0.540, -1.265], [-0.144, 3.825, -2.679], [2.586, -3.939, 0.879], [-2.803, -0.897, -1.487], [4.370, 1.682, -3.360], [-5.189, 2.302, -0.129], [-5.124, 2.391, -2.277], [-0.992, 2.654, 2.224], [1.258, -2.888, -2.713], [6.404, 0.780, -2.167], [-2.461, 4.233, 2.513], [-0.383, 4.459, -3.571], [4.786, -4.230, 1.952], [5.849, 0.544, -1.231]], "mulliken_charge": [0.403, 1.236, -0.211, 0.279, 0.364, 0.276, 0.362, 0.415, -0.517, -0.967, 0.088, -1.206, 0.364, 1.659, -1.600, -1.467, -0.906, 0.727, -0.575, -0.972, 0.310, 0.230, 0.081, 0.438, 0.273, 0.496, 0.248, -1.395, 0.290, 0.418, 1.113, -0.644, 0.314, 0.430, 0.524, -1.289, 0.203, 0.572, -1.356, 0.746, 0.465, 0.452, 0.396, -1.591, -0.244, 0.253, 0.165, 0.408, 0.265, -1.044, 0.050, 0.487, 0.469, 0.399, -0.048, -1.382, 0.221, 0.997, 0.089, 0.035, 0.008, -0.825, 0.316, 0.395, 0.427, 0.345, 0.326, 0.753, 0.272, 0.216, 0.271, 0.399, -0.924, 0.396, 0.711, -1.336, -0.724, 0.268, 0.305, -0.345, 0.459, -0.328, 0.107, -1.313, 0.572, 0.235, -1.781, 1.005, 0.196, 0.227, 0.455, 0.364, 0.257, -0.905, 0.394, -0.417, 0.483, -0.625, 0.453, 0.039, -1.605, 0.482, 0.248, 0.395, 0.294, -1.540], "multiplicity": 1, "homo_ev": -5.091, "lumo_energy_ha": -0.00700, "e_tot_ev": -72577.9800}